14 unconnected molecules or ions with the total composition C7H36O14. Source: the OMol25 dataset; level of theory: wB97M-V/def2-TZVPD.

Values from the calculation:
**Energy above the lowest of the compared OMol25 structures with the same formula, charge and spin**: 78.7 kcal per mole
**Multiplicity**: 2
**E_HOMO (spin up / spin down)**: -0.874 / -4.137 eV
**Frontier orbital gap (spin up / spin down)**: 3.1 / 6.4 eV
**Total charge**: -1

Each line ends with the Löwdin charge.
Cartesian coordinates (Å):
O (0.800, 1.497, -2.505)  0.020
C (1.077, 0.433, -1.996)  -0.220
C (0.669, 0.259, -0.507)  -0.148
C (1.212, 1.376, 0.355)  -0.211
C (1.400, 0.850, 1.724)  -0.405
C (2.151, 1.550, 2.680)  -0.090
C (-0.528, -0.632, 2.160)  -0.090
C (0.776, -0.280, 2.325)  -0.244
H (1.488, -0.409, -2.608)  0.077
H (-0.412, 0.464, -0.453)  0.093
H (0.849, -0.799, -0.265)  0.081
H (0.587, 2.337, 0.512)  0.116
H (2.056, 1.911, -0.079)  0.093
H (2.368, 2.577, 2.438)  0.025
H (2.524, 1.290, 3.650)  0.010
H (-0.924, -1.483, 2.679)  0.035
H (-1.215, -0.020, 1.510)  0.058
H (1.454, -0.968, 2.860)  0.105
H (-2.008, 1.645, -0.699)  0.040
H (-2.820, 2.478, 0.371)  0.028
O (-2.890, 1.906, -0.399)  -0.055
H (-0.061, -2.651, 0.805)  0.061
H (-1.525, -2.254, 0.212)  0.038
O (-0.685, -2.705, 0.033)  -0.103
H (3.493, -1.843, -0.317)  0.026
H (3.461, -2.293, 1.106)  0.068
O (2.910, -2.297, 0.305)  -0.052
H (1.551, -3.740, -0.247)  -0.015
H (0.251, -4.272, 0.375)  0.035
O (1.102, -4.590, -0.070)  -0.118
H (4.355, 1.211, -0.534)  0.042
H (3.471, 0.478, 0.532)  0.025
O (3.906, 0.394, -0.337)  -0.066
H (0.007, 3.881, -0.152)  0.027
H (0.990, 3.368, -1.214)  0.002
O (0.878, 4.018, -0.524)  -0.074
H (-3.395, -0.135, -3.541)  0.054
H (-2.237, 0.730, -3.722)  0.039
O (-2.997, 0.661, -3.143)  -0.049
H (-3.533, 0.513, -0.989)  0.002
H (-3.268, -1.012, -0.854)  0.043
O (-3.955, -0.339, -0.681)  -0.111
H (-0.508, -2.805, -3.095)  0.062
H (-0.024, -2.357, -1.750)  0.042
O (-0.121, -2.028, -2.683)  -0.069
H (-2.387, 2.088, 2.872)  0.034
H (-3.692, 1.627, 2.338)  0.052
O (-3.064, 2.353, 2.239)  -0.050
H (2.737, -1.526, -2.892)  0.010
H (1.520, -2.348, -3.366)  0.019
O (2.303, -1.833, -3.688)  -0.094
H (0.805, 1.831, 4.258)  0.005
H (-0.356, 0.916, 4.017)  -0.005
O (-0.192, 1.839, 4.285)  -0.123
H (-3.792, -1.720, 1.366)  0.067
H (-3.025, -0.463, 0.788)  -0.041
O (-3.022, -1.138, 1.439)  -0.098

=====

6 unconnected molecules or ions with the total composition C47H38BrN5O12S. Source: the OMol25 dataset; level of theory: wB97M-V/def2-TZVPD.

Values from the calculation:
**SMILES string**: CCSCc1ccc(Br)c2c1C(=O)c1ccccc1C2=O.O=[N+]([O-])c1ccccc1.O=[N+]([O-])c1ccccc1.O=[N+]([O-])c1ccccc1.O=[N+]([O-])c1ccccc1.O=[N+]([O-])c1ccccc1
**E_HOMO**: -8.299 eV
**Frontier orbital gap**: 7.1 eV

Each line ends with the Löwdin charge.
Cartesian coordinates (Å):
C (-1.066, -0.812, 2.893)  -0.151
C (-2.507, -1.458, 2.925)  -0.520
S (-2.722, -2.900, 1.794)  0.842
C (-2.182, -2.336, 0.096)  -0.383
C (-0.616, -2.322, -0.014)  -0.172
C (0.099, -3.400, 0.701)  -0.037
C (1.555, -3.427, 0.674)  -0.103
C (2.309, -2.397, -0.049)  -0.508
Br (4.276, -2.598, 0.089)  0.674
C (1.640, -1.290, -0.834)  -0.042
C (0.139, -1.310, -0.779)  -0.014
C (-0.608, -0.208, -1.578)  -0.239
O (-1.785, -0.301, -1.892)  0.045
C (0.104, 1.088, -2.091)  -0.068
C (-0.635, 2.257, -2.567)  -0.004
C (0.027, 3.460, -3.094)  -0.049
C (1.494, 3.492, -3.119)  -0.059
C (2.276, 2.337, -2.648)  0.011
C (1.564, 1.117, -2.132)  -0.035
C (2.384, -0.180, -1.659)  -0.275
O (3.537, -0.236, -2.018)  0.053
H (-0.974, -0.238, 1.926)  0.067
H (-0.295, -1.630, 2.888)  0.067
H (-0.882, -0.115, 3.756)  0.074
H (-3.255, -0.643, 2.697)  0.074
H (-2.715, -1.832, 3.959)  0.055
H (-2.564, -3.126, -0.606)  0.098
H (-2.659, -1.338, -0.049)  0.073
H (-0.415, -4.209, 1.266)  0.080
H (2.079, -4.238, 1.233)  0.101
H (-1.747, 2.205, -2.558)  0.090
H (-0.639, 4.272, -3.456)  0.100
H (2.041, 4.371, -3.528)  0.098
H (3.383, 2.417, -2.724)  0.103
O (-4.853, -0.337, 5.032)  0.070
N (-4.531, -1.017, 5.991)  -0.349
O (-4.614, -2.232, 6.035)  0.078
C (-4.012, -0.324, 7.175)  -0.145
C (-3.936, 1.062, 7.177)  -0.003
C (-3.466, 1.715, 8.308)  -0.067
C (-3.073, 0.983, 9.421)  -0.073
C (-3.143, -0.405, 9.406)  -0.067
C (-3.614, -1.065, 8.280)  -0.002
H (-4.240, 1.642, 6.315)  0.119
H (-3.409, 2.797, 8.323)  0.109
H (-2.711, 1.496, 10.305)  0.108
H (-2.832, -0.972, 10.275)  0.108
H (-3.668, -2.146, 8.279)  0.120
O (4.547, 7.348, 1.903)  0.069
N (5.193, 6.882, 0.980)  -0.352
O (5.825, 7.546, 0.177)  0.074
C (5.205, 5.424, 0.822)  -0.145
C (4.467, 4.636, 1.695)  -0.008
C (4.463, 3.258, 1.529)  -0.068
C (5.193, 2.679, 0.497)  -0.067
C (5.938, 3.475, -0.365)  -0.062
C (5.946, 4.854, -0.205)  -0.003
H (3.894, 5.077, 2.501)  0.117
H (3.888, 2.634, 2.203)  0.107
H (5.184, 1.602, 0.364)  0.107
H (6.509, 3.019, -1.166)  0.095
H (6.527, 5.463, -0.884)  0.104
O (6.900, 2.804, -3.904)  0.079
N (6.569, 3.955, -4.130)  -0.335
O (6.636, 4.862, -3.318)  0.071
C (6.052, 4.268, -5.465)  -0.146
C (5.927, 3.253, -6.404)  0.000
C (5.414, 3.549, -7.659)  -0.064
C (5.037, 4.850, -7.968)  -0.071
C (5.176, 5.862, -7.025)  -0.066
C (5.685, 5.573, -5.766)  -0.002
H (6.217, 2.236, -6.173)  0.121
H (5.306, 2.763, -8.398)  0.110
H (4.632, 5.077, -8.948)  0.108
H (4.884, 6.875, -7.270)  0.109
H (5.787, 6.367, -5.037)  0.120
O (-2.391, -6.175, 1.148)  0.048
N (-2.001, -6.538, 2.247)  -0.343
O (-1.977, -5.834, 3.241)  0.057
C (-1.524, -7.919, 2.378)  -0.144
C (-1.501, -8.742, 1.260)  -0.001
C (-1.027, -10.041, 1.382)  -0.066
C (-0.586, -10.507, 2.615)  -0.073
C (-0.622, -9.679, 3.730)  -0.067
C (-1.092, -8.378, 3.615)  -0.002
H (-1.843, -8.388, 0.295)  0.120
H (-0.998, -10.690, 0.515)  0.109
H (-0.210, -11.520, 2.706)  0.108
H (-0.280, -10.047, 4.690)  0.108
H (-1.114, -7.740, 4.489)  0.119
O (-8.463, 0.079, -5.841)  0.072
N (-7.522, -0.508, -5.337)  -0.352
O (-7.315, -1.704, -5.448)  0.074
C (-6.575, 0.278, -4.538)  -0.147
C (-6.798, 1.636, -4.358)  -0.007
C (-5.914, 2.372, -3.582)  -0.068
C (-4.817, 1.750, -2.997)  -0.071
C (-4.596, 0.392, -3.190)  -0.054
C (-5.478, -0.351, -3.964)  0.006
H (-7.649, 2.130, -4.809)  0.118
H (-6.081, 3.432, -3.429)  0.107
H (-4.131, 2.327, -2.386)  0.097
H (-3.738, -0.087, -2.735)  0.077
H (-5.300, -1.409, -4.106)  0.120

=====

A molecular structure, C28H30BN5PtS2. Source: the OMol25 dataset; level of theory: wB97M-V/def2-TZVPD.

Values from the calculation:
**Energy above the lowest of the compared OMol25 structures with the same formula, charge and spin**: 30.9 kcal per mole
**E_HOMO**: -6.920 eV
**Frontier orbital gap**: 6.9 eV

Each line ends with the Löwdin charge.
Cartesian coordinates (Å):
Pt (0.349, 0.041, -0.461)  0.650
C (2.000, 1.184, -3.830)  -0.026
N (1.951, -0.261, -3.732)  -0.120
C (1.525, -1.136, -4.713)  -0.042
C (1.523, -2.365, -4.154)  -0.066
N (1.933, -2.250, -2.843)  -0.025
B (2.117, -3.449, -1.882)  -0.436
N (1.092, -3.431, -0.656)  0.008
C (1.396, -4.189, 0.446)  -0.062
C (0.395, -4.060, 1.350)  -0.046
N (-0.524, -3.213, 0.787)  -0.125
C (-1.755, -2.747, 1.400)  -0.031
C (-0.082, -2.831, -0.438)  -0.692
S (-0.977, -1.732, -1.438)  0.670
C (2.184, -0.954, -2.601)  -0.755
S (2.673, -0.247, -1.101)  0.560
H (1.827, 1.458, -4.868)  0.092
H (2.975, 1.545, -3.508)  0.086
H (1.235, 1.628, -3.193)  0.072
H (1.273, -0.801, -5.701)  0.116
H (1.253, -3.319, -4.563)  0.117
H (1.915, -4.459, -2.513)  0.075
H (3.213, -3.420, -1.382)  0.070
H (2.310, -4.750, 0.494)  0.121
H (0.256, -4.489, 2.324)  0.118
H (-1.827, -3.194, 2.389)  0.092
H (-2.608, -3.045, 0.792)  0.088
H (-1.740, -1.661, 1.474)  0.063
C (-0.116, 0.223, 6.244)  -0.042
C (-0.013, 0.210, 4.747)  -0.263
C (-0.985, 0.792, 3.943)  -0.010
C (-0.844, 0.756, 2.566)  -0.131
N (0.195, 0.183, 1.963)  -0.036
C (1.136, -0.375, 2.726)  -0.124
C (1.068, -0.387, 4.106)  -0.018
H (-1.017, 0.736, 6.575)  0.077
H (0.745, 0.726, 6.685)  0.087
H (-0.137, -0.793, 6.638)  0.086
H (-1.849, 1.272, 4.381)  0.114
H (-1.588, 1.195, 1.908)  0.108
H (1.964, -0.831, 2.196)  0.105
H (1.860, -0.855, 4.676)  0.117
C (-5.444, 4.142, -1.159)  -0.102
C (-4.288, 4.432, -0.445)  -0.082
C (-3.270, 3.498, -0.354)  -0.048
C (-3.377, 2.255, -0.983)  -0.227
C (-4.557, 1.968, -1.669)  -0.046
C (-5.578, 2.902, -1.764)  -0.092
C (-2.322, 1.222, -0.916)  -0.121
C (-1.005, 1.401, -0.702)  -0.360
C (-0.305, 2.710, -0.730)  -0.277
C (0.664, 3.055, 0.213)  -0.060
C (1.371, 4.246, 0.096)  -0.076
C (1.122, 5.103, -0.963)  -0.088
C (0.159, 4.770, -1.911)  -0.074
C (-0.541, 3.584, -1.798)  -0.059
H (-6.237, 4.874, -1.233)  0.097
H (-4.181, 5.388, 0.050)  0.101
H (-2.385, 3.731, 0.223)  0.110
H (-4.669, 0.997, -2.137)  0.111
H (-6.480, 2.657, -2.308)  0.099
H (-2.677, 0.206, -1.035)  0.040
H (0.863, 2.395, 1.046)  0.081
H (2.119, 4.498, 0.834)  0.102
H (1.675, 6.028, -1.055)  0.100
H (-0.040, 5.433, -2.742)  0.103
H (-1.280, 3.316, -2.542)  0.125